Record 1
One molecule with the formula C8H10N2O2, computed with ωB97M-V with the def2-TZVPD basis set.

```
22
Properties=species:S:1:pos:R:3:mulliken_charge:R:1
C 1.34 0.27 -0.47 -0.516
C 0.68 1.51 -0.91 -0.258
C -0.59 -1.24 -0.21 -0.137
C 0.73 -0.92 -0.13 0.698
C -0.56 1.89 -0.60 -0.829
C -1.31 1.02 0.45 0.102
C -1.60 -0.34 -0.02 0.118
C 1.67 -2.17 0.10 -1.786
N -2.46 1.65 0.91 -0.800
N -2.94 -0.73 -0.23 0.939
O -3.28 -1.79 0.12 -0.598
O -3.62 0.06 -0.90 -0.614
H 2.52 0.36 -0.55 0.193
H 1.11 2.21 -1.65 0.343
H -0.87 -2.24 -0.43 0.464
H -0.92 2.86 -0.88 0.400
H -0.37 1.06 1.06 0.408
H 2.61 -1.80 0.34 0.455
H 1.59 -2.63 -0.86 0.398
H 1.18 -2.87 0.74 0.414
H -3.25 1.64 0.21 0.316
H -2.91 1.22 1.72 0.290
```

Computed properties:
**Largest force on an atom**: 5.18 eV/Å
**Frontier orbital gap**: 8.074 eV
**LUMO**: -0.65 eV
**Structure (SMILES)**: CC1=CC=C[C@@H](N)C([N+](=O)[O-])=C1
**Highest occupied orbital energy**: -8.720 eV

***

Record 2
One molecule with the formula C8H10N2O2, computed with ωB97M-V with the def2-TZVPD basis set.

```
22
Properties=species:S:1:pos:R:3:mulliken_charge:R:1
C 0.40 2.11 1.55 -0.637
C 1.26 1.38 0.53 -1.004
C 0.77 0.09 -0.03 0.635
C 0.76 -1.11 0.71 -0.512
C -0.06 -2.17 0.19 -0.244
C -0.53 -2.02 -1.02 0.149
C -0.63 -0.75 -1.72 -0.132
C -0.03 0.31 -1.21 -0.647
H -0.39 3.38 0.42 0.258
H -1.85 2.30 1.37 0.293
H 0.15 1.36 2.43 0.292
H 1.15 2.78 1.97 0.298
H 2.40 1.40 0.85 0.408
H 1.55 2.11 -0.30 0.395
H 1.28 -1.18 1.70 0.390
H -0.36 -3.04 0.80 0.385
H -1.51 -0.45 -2.39 0.260
H -0.43 1.41 -1.45 0.132
N -0.75 2.84 1.25 -0.493
N -0.97 -3.29 -1.69 0.935
O -0.62 -4.34 -1.25 -0.568
O -1.59 -3.13 -2.74 -0.592
```

Computed properties:
**Largest force on an atom**: 5.56 eV/Å
**Frontier orbital gap**: 8.772 eV
**LUMO**: -0.34 eV
**Structure (SMILES)**: NCCc1ccc([N+](=O)[O-])cc1
**Highest occupied orbital energy**: -9.116 eV

***

Record 3
One molecule with the formula C8H10N2O2S, computed with ωB97M-V with the def2-TZVPD basis set.

```
23
Properties=species:S:1:pos:R:3:mulliken_charge:R:1
C 2.88 -0.97 -0.32 -0.617
C 3.40 0.17 0.22 -0.419
C 1.45 -1.10 -0.35 -0.577
C 2.55 1.27 0.36 -0.247
C 0.77 0.02 -0.01 0.376
C -1.58 1.08 0.48 0.278
C -2.61 -1.80 0.60 -0.694
C -0.94 -0.19 -0.15 0.668
N 1.26 1.21 0.18 -0.364
N -1.20 2.20 -0.18 -0.303
O -2.26 0.93 1.49 -0.625
O -1.28 -1.35 0.45 -0.448
S -1.23 -0.17 -1.96 -0.213
H 3.49 -1.72 -0.59 0.516
H 4.55 0.19 0.30 0.262
H 0.99 -2.01 -0.57 0.504
H 2.87 2.31 0.65 0.356
H -2.70 -2.14 1.55 0.324
H -2.98 -2.63 -0.16 0.193
H -3.15 -0.89 0.51 0.359
H -0.52 2.05 -0.97 0.278
H -1.26 3.02 0.26 0.206
H -2.50 0.53 -1.77 0.187
```

Computed properties:
**Largest force on an atom**: 5.14 eV/Å
**Frontier orbital gap**: 9.847 eV
**LUMO**: 0.65 eV
**Structure (SMILES)**: CO[C@@](S)(C(N)=O)c1ccccn1
**Highest occupied orbital energy**: -9.201 eV

***

Record 4
One molecule with the formula C8H10N2O2S, computed with ωB97M-V with the def2-TZVPD basis set.

```
23
Properties=species:S:1:pos:R:3:mulliken_charge:R:1
C 2.18 -1.76 -0.04 -0.087
C 1.28 -1.81 0.94 -1.012
C 2.58 -0.57 -0.80 -0.530
C 0.45 -0.54 1.21 0.702
C 1.85 0.51 -0.66 -0.535
C 0.70 0.63 0.16 0.451
C -1.48 1.73 0.59 -0.550
C -2.33 0.93 -0.40 -0.693
N -0.95 -0.97 -1.49 -0.561
N -0.18 1.57 0.04 -0.609
O -3.02 -1.52 -0.07 -0.650
O -0.97 -0.81 1.14 -0.468
S -1.87 -0.73 -0.31 1.067
H 2.69 -2.76 -0.25 0.248
H 1.11 -2.69 1.51 0.457
H 3.43 -0.69 -1.46 0.390
H 0.79 -0.04 2.18 0.356
H 2.06 1.43 -1.21 0.404
H -1.90 2.78 0.50 0.349
H -1.70 1.41 1.66 0.290
H -3.43 0.87 -0.40 0.431
H -2.00 1.37 -1.37 0.326
H -1.11 -1.78 -2.12 0.226
```

Computed properties:
**Largest force on an atom**: 4.34 eV/Å
**Frontier orbital gap**: 8.689 eV
**LUMO**: -0.18 eV
**Structure (SMILES)**: N=[S@]1(=O)CCN=C2C=CC=C[C@@H]2O1
**Highest occupied orbital energy**: -8.869 eV

***

Record 5
One molecule with the formula C8H10N2O4S, computed with ωB97M-V with the def2-TZVPD basis set.

```
25
Properties=species:S:1:pos:R:3:mulliken_charge:R:1
C 0.21 1.46 0.42 -0.937
C -1.22 1.19 0.17 0.476
C 1.22 1.13 -0.39 0.704
C -3.17 0.14 -0.39 0.195
C -2.11 1.04 1.44 -0.425
C -1.84 0.52 -0.82 -0.216
C 0.67 -0.82 -1.40 0.011
C 2.57 1.57 -0.12 -1.396
N 1.06 0.35 -1.54 -0.451
N 1.16 -3.07 -0.18 -0.594
O -4.02 -0.34 -1.10 -0.614
O 1.72 -1.19 1.14 -0.643
O -0.74 -1.74 0.67 -0.584
O -3.23 0.35 0.93 -0.352
S 0.62 -1.59 0.28 1.277
H 0.61 2.04 1.22 0.340
H -1.68 0.26 2.17 0.280
H -2.27 2.05 1.90 0.334
H -1.29 0.33 -1.74 0.729
H 0.37 -1.55 -2.25 0.311
H 2.74 2.41 0.52 0.435
H 3.13 2.02 -1.08 0.304
H 3.10 0.76 0.15 0.341
H 0.53 -3.76 -0.41 0.231
H 1.87 -3.56 0.39 0.244
```

Computed properties:
**Largest force on an atom**: 5.44 eV/Å
**Frontier orbital gap**: 8.634 eV
**LUMO**: -0.35 eV
**Structure (SMILES)**: CC(=C/C1=CC(=O)OC1)/N=C\S(N)(=O)=O
**Highest occupied orbital energy**: -8.986 eV

***

Record 6
One molecule with the formula C8H10N2OS, computed with ωB97M-V with the def2-TZVPD basis set.

```
22
Properties=species:S:1:pos:R:3:mulliken_charge:R:1
C 2.36 -0.29 -0.98 0.700
C -1.02 -0.76 0.08 0.247
C 0.06 -0.83 1.19 0.615
C 0.61 0.31 0.73 -0.431
C 0.53 -1.95 2.05 -1.362
C -2.54 1.79 -0.35 -1.183
C 2.08 -1.18 -1.84 -0.896
C -1.04 1.82 -0.61 -0.264
N 2.91 0.54 -0.27 -0.384
N -0.46 0.53 -0.27 0.391
O -1.80 -1.50 -0.46 -0.595
S 2.15 1.21 1.11 0.039
H 0.45 -1.50 3.04 0.312
H 1.41 -2.32 1.73 0.391
H 0.01 -2.95 2.01 0.313
H -2.93 2.67 -0.93 0.350
H -2.92 0.82 -0.75 0.317
H -2.78 1.98 0.64 0.327
H 1.49 -0.80 -2.62 0.280
H 2.66 -2.15 -1.81 0.253
H -0.68 2.04 -1.72 0.290
H -0.54 2.52 0.03 0.287
```

Computed properties:
**Largest force on an atom**: 3.89 eV/Å
**Frontier orbital gap**: 8.305 eV
**LUMO**: -0.05 eV
**Structure (SMILES)**: C=C=NSC1=C(C)C(=O)N1CC
**Highest occupied orbital energy**: -8.351 eV

***

Record 7
A 2-piece molecular cluster, C8H10N2S overall, computed with ωB97M-V with the def2-TZVPD basis set.

```
21
Properties=species:S:1:pos:R:3:mulliken_charge:R:1
C -2.70 -2.45 -0.96 -0.275
C -2.51 -1.07 -0.83 -0.472
C -1.60 -3.28 -0.74 -0.308
C -1.38 -0.53 -0.25 -0.083
C -0.34 -2.77 -0.39 -0.412
C -0.22 -1.40 -0.16 0.587
C 0.85 -0.72 0.46 0.180
C 2.63 3.14 0.40 -0.915
N 1.69 -0.04 0.90 -0.605
N 1.55 2.60 1.12 -0.279
S -0.10 2.79 0.32 -0.392
H -3.75 -2.62 -1.28 0.301
H -3.45 -0.56 -0.98 0.340
H -1.50 -4.36 -0.96 0.283
H -1.17 0.51 0.00 -0.115
H 0.44 -3.55 -0.24 0.328
H 2.31 2.93 -0.62 0.305
H 2.52 4.19 0.53 0.382
H 3.61 2.82 0.64 0.336
H 1.65 1.47 0.99 0.517
H 1.50 2.88 2.04 0.295
```

Computed properties:
**Largest force on an atom**: 5.24 eV/Å
**Frontier orbital gap**: 7.428 eV
**LUMO**: -0.10 eV
**Structure (SMILES)**: C[NH2+][S-].N#Cc1ccccc1
**Highest occupied orbital energy**: -7.533 eV

***

Record 8
A 2-piece molecular cluster, C8H10N3O overall, computed with ωB97M-V with the def2-TZVPD basis set.

```
22
Properties=species:S:1:pos:R:3:mulliken_charge:R:1
C -2.94 0.68 -2.09 -0.193
C -1.91 0.06 -2.77 -0.559
C -2.79 1.11 -0.75 -0.655
C -0.69 -0.18 -2.10 -0.187
C -1.59 0.85 -0.16 0.075
C -0.55 0.28 -0.78 0.342
C 1.56 0.14 2.87 -0.420
C 1.34 -1.17 0.95 0.129
N 0.46 -0.71 2.90 -0.135
N 0.40 -1.45 1.91 -0.163
N 2.29 -0.24 1.56 -0.081
O 0.60 0.17 -0.24 -0.529
H -4.05 0.83 -2.42 0.277
H -2.16 -0.30 -3.85 0.281
H -3.46 1.61 -0.09 0.387
H 0.20 -0.54 -2.65 0.383
H -1.43 1.26 0.82 0.273
H 1.37 1.19 2.93 0.318
H 2.13 0.10 3.87 0.323
H 1.66 -1.99 0.15 0.391
H 2.27 0.55 0.90 0.395
H 3.07 -0.72 1.94 0.349
```

Computed properties:
**Largest force on an atom**: 3.83 eV/Å
**Frontier orbital gap (spin up / spin down)**: 7.220 / 6.366 eV
**Net charge**: +1
**LUMO (spin up / spin down)**: -5.25 / -5.89 eV
**Highest occupied orbital energy (spin up / spin down)**: -12.473 / -12.251 eV

***

Record 9
An isolated ion of composition C8H10N3O4 and charge -1, computed with ωB97M-V with the def2-TZVPD basis set.

```
25
Properties=species:S:1:pos:R:3:mulliken_charge:R:1
C -0.27 -1.64 -1.32 -0.722
C -0.12 -0.11 0.31 0.065
C -0.63 -1.46 -0.07 0.389
C 0.62 2.75 -0.39 0.473
C -1.16 -2.46 0.91 -1.358
C 0.15 0.95 3.15 -0.326
C 1.70 1.69 -2.47 -0.563
C 1.08 1.48 -1.11 0.345
N 0.34 -0.60 -1.96 -0.955
N 0.96 0.32 2.43 -0.378
N 0.44 0.36 -1.00 0.680
O 1.49 3.71 -0.39 -0.849
O -0.51 2.73 0.02 -0.658
O 1.02 -0.18 1.19 -0.097
O 2.57 2.78 -2.54 -0.590
H -0.45 -2.56 -1.74 0.523
H -0.90 0.67 0.68 0.414
H -1.13 -1.95 1.89 0.312
H -2.03 -2.99 0.73 0.397
H -0.32 -3.22 0.96 0.259
H 0.62 1.24 4.07 0.256
H -0.82 1.17 2.91 0.350
H 0.75 1.79 -3.17 0.187
H 2.16 0.83 -2.93 0.383
H 2.17 3.36 -1.85 0.463
```

Computed properties:
**Largest force on an atom**: 6.79 eV/Å
**Frontier orbital gap (spin up / spin down)**: 5.209 / 6.969 eV
**Net charge**: -1
**LUMO (spin up / spin down)**: 3.03 / 2.08 eV
**Multiplicity**: 3
**⟨S²⟩**: 2.021
**Highest occupied orbital energy (spin up / spin down)**: -2.176 / -4.888 eV

***

Record 10
C8H10N3OP3 as an isolated structure, computed with ωB97M-V with the def2-TZVPD basis set.

```
25
Properties=species:S:1:pos:R:3:mulliken_charge:R:1
C -3.45 -0.02 1.37 -0.359
C -2.22 0.44 1.79 -1.218
C -3.85 0.17 0.05 -0.325
C -1.35 0.93 0.84 -0.261
C -3.14 0.93 -0.79 -0.669
C -1.81 1.25 -0.39 0.769
C 2.60 -2.76 -1.52 -0.402
C 2.91 -1.79 -0.72 -0.273
N 2.72 1.81 -0.29 -0.192
N 2.75 -0.17 1.49 -0.259
N 0.32 2.05 -0.97 -0.515
O -1.01 1.73 -1.39 -0.271
P 3.49 1.33 0.97 0.118
P 1.45 0.94 -0.92 0.375
P 1.73 -1.10 0.49 -0.005
H -4.19 -0.52 1.92 0.383
H -1.98 0.25 2.76 0.425
H -4.84 -0.27 -0.18 0.304
H -0.42 1.08 1.25 0.748
H -3.57 1.07 -1.72 0.466
H 3.45 -3.16 -2.15 0.248
H 1.51 -2.86 -1.63 0.236
H 3.93 -1.46 -0.59 0.302
H 2.86 -0.27 2.50 0.283
H 2.12 0.40 -2.20 0.093
```

Computed properties:
**Largest force on an atom**: 3.30 eV/Å
**Frontier orbital gap**: 7.192 eV
**LUMO**: -0.73 eV
**Highest occupied orbital energy**: -7.924 eV